# 1
Below is a 9-piece molecular cluster, C29H76O9 overall at a distorted geometry, with properties calculated with the ωB97M-V functional and the def2-TZVPD basis.

Structure (XYZ):
```
114
C29H76O9 | OMol25 | the ωB97M-V functional and the def2-TZVPD basis
C 7.087 5.878 25.435
C 8.541 6.147 25.883
O 9.155 5.066 26.548
C 8.656 4.881 27.872
C 9.300 3.655 28.451
H 6.775 5.947 24.399
H 6.612 5.022 25.923
H 6.520 6.661 25.969
H 9.143 6.289 24.982
H 8.580 7.056 26.489
H 8.906 5.792 28.436
H 7.562 4.822 27.845
H 8.741 3.314 29.328
H 10.300 3.866 28.832
H 9.349 2.859 27.712
C 4.019 3.964 24.863
C 2.511 3.934 24.922
O 2.124 5.002 25.782
C 0.871 4.836 26.414
C 0.475 6.183 26.991
H 4.400 4.906 24.466
H 4.395 3.836 25.878
H 4.416 3.208 24.185
H 2.037 4.097 23.946
H 2.142 2.986 25.329
H 0.117 4.550 25.664
H 0.923 4.038 27.162
H -0.588 6.333 27.160
H 0.817 6.951 26.295
H 1.024 6.372 27.917
C -0.775 6.377 21.205
C 0.342 6.558 22.241
O 0.604 7.929 22.406
C 1.421 8.183 23.544
C 1.895 9.607 23.493
H -1.352 7.292 21.112
H -0.327 6.152 20.233
H -1.414 5.532 21.454
H -0.054 6.165 23.199
H 1.234 5.971 22.001
H 0.786 8.013 24.422
H 2.285 7.510 23.563
H 2.573 9.757 24.338
H 1.100 10.344 23.602
H 2.438 9.811 22.571
C -3.308 6.900 23.907
C -3.181 6.276 25.281
O -4.422 6.248 25.975
C -5.156 5.041 25.806
C -6.634 5.335 25.927
H -3.767 7.885 23.956
H -2.281 7.093 23.563
H -3.769 6.258 23.161
H -2.819 5.243 25.189
H -2.478 6.808 25.921
H -4.920 4.604 24.829
H -4.859 4.327 26.583
H -7.253 4.756 25.240
H -6.851 6.389 25.760
H -6.993 5.098 26.932
C -2.453 12.322 29.636
C -1.615 12.450 28.379
O -0.798 11.295 28.257
C 0.074 11.343 27.150
C 1.132 10.282 27.319
H -1.812 12.063 30.477
H -2.968 13.266 29.805
H -3.161 11.501 29.527
H -2.242 12.564 27.483
H -0.971 13.340 28.423
H -0.521 11.115 26.253
H 0.550 12.322 27.015
H 1.628 10.352 28.286
H 1.875 10.350 26.523
H 0.708 9.279 27.232
C 3.306 0.355 24.196
C 3.536 -0.080 25.621
C 2.409 -0.921 26.171
O 4.771 -0.782 25.630
H 2.486 1.072 24.157
H 3.016 -0.503 23.584
H 4.228 0.763 23.790
H 3.634 0.809 26.265
H 2.615 -1.223 27.200
H 2.288 -1.839 25.589
H 1.465 -0.375 26.126
H 5.013 -1.024 26.529
C 0.696 4.302 30.264
C -0.690 4.918 30.125
O -1.664 3.869 30.148
H 0.765 4.023 31.317
H 1.534 4.951 30.009
H 0.769 3.429 29.614
H -0.796 5.469 29.187
H -0.878 5.614 30.947
H -2.515 4.244 30.389
C 6.043 3.298 21.360
C 7.146 4.352 21.325
O 6.799 5.519 20.624
H 6.420 2.285 21.500
H 5.517 3.239 20.398
H 5.276 3.537 22.097
H 8.046 3.901 20.878
H 7.447 4.598 22.344
H 6.292 5.276 19.844
C 5.207 5.462 29.886
C 4.607 4.975 28.599
O 3.795 5.999 28.037
H 5.968 6.217 29.677
H 5.634 4.652 30.471
H 4.419 5.955 30.458
H 4.019 4.056 28.773
H 5.366 4.638 27.875
H 3.265 5.594 27.340
```

Energy relative to the best compared isomer or geometry (same formula, charge and spin)   285.3 kJ/mol
SMILES   CC(C)O.CCOCC.CCOCC.CCOCC.CCOCC.CCOCC.CCO.CCO.CCO
Gap between HOMO and LUMO   10.07 eV
Calculated total energy   -1827.5233 a.u.
Lowest unoccupied orbital energy   0.46 eV
Largest force on an atom   0.0503 Eh/bohr

Here are the Mulliken charges for atoms 1 to 4, given in e: C -0.63; C -0.50; O -0.41; C 0.69

# 2
Below is a 8-piece molecular cluster, C29H77ClN6O11 overall at a distorted geometry, with properties calculated with the ωB97M-V functional and the def2-TZVPD basis.

Structure (XYZ):
```
124
C29H77ClN6O11 | OMol25 | the ωB97M-V functional and the def2-TZVPD basis
O 10.685 -6.003 -11.098
H 10.479 -6.887 -10.785
H 11.507 -5.703 -10.703
H 10.617 -5.918 -12.052
Cl 7.337 -6.633 -9.476
O 7.075 -8.038 -9.383
O 6.137 -5.925 -9.131
O 8.490 -6.339 -8.677
O 7.750 -6.232 -10.811
C 11.318 -4.294 -7.780
C 12.342 -5.283 -8.006
C 11.946 -6.662 -7.371
O 11.741 -6.456 -5.909
C 11.495 -7.676 -5.252
N 12.642 -5.382 -9.417
H 11.319 -3.900 -6.764
H 10.306 -4.680 -7.902
H 11.470 -3.446 -8.447
H 13.219 -4.857 -7.520
H 12.746 -7.353 -7.633
H 11.081 -7.063 -7.899
H 11.087 -7.479 -4.261
H 12.441 -8.199 -5.113
H 10.856 -8.421 -5.728
H 13.509 -5.868 -9.592
H 12.960 -4.467 -9.704
C 2.853 -7.065 -10.823
C 2.886 -8.615 -10.610
C 3.696 -9.281 -11.775
O 3.157 -8.994 -13.048
C 1.863 -9.537 -13.394
N 3.511 -8.812 -9.306
H 2.570 -6.532 -9.916
H 2.201 -6.750 -11.638
H 3.819 -6.675 -11.145
H 1.919 -9.103 -10.490
H 3.672 -10.351 -11.567
H 4.767 -9.098 -11.869
H 1.070 -8.993 -12.880
H 1.829 -10.607 -13.189
H 1.660 -9.411 -14.457
H 4.473 -8.508 -9.246
H 3.060 -8.110 -8.737
C 12.067 -9.764 -11.102
C 10.606 -9.439 -11.332
C 9.761 -10.690 -11.226
O 9.956 -11.593 -12.357
C 8.993 -12.608 -12.312
N 10.105 -8.517 -10.360
H 12.486 -10.613 -11.641
H 12.255 -9.812 -10.029
H 12.615 -8.921 -11.523
H 10.475 -8.938 -12.291
H 8.735 -10.326 -11.180
H 10.038 -11.115 -10.260
H 8.028 -12.153 -12.537
H 8.852 -13.034 -11.318
H 9.050 -13.358 -13.100
H 10.240 -8.907 -9.438
H 9.118 -8.314 -10.436
C 6.943 -8.145 -13.705
C 6.516 -6.850 -14.463
C 5.214 -6.168 -13.894
O 4.880 -4.968 -14.754
C 3.979 -4.012 -14.155
N 7.576 -5.823 -14.387
H 7.793 -8.678 -14.131
H 6.130 -8.864 -13.806
H 7.179 -8.010 -12.650
H 6.505 -7.064 -15.532
H 5.337 -5.810 -12.872
H 4.429 -6.923 -13.872
H 3.028 -4.417 -13.810
H 3.780 -3.227 -14.884
H 4.456 -3.599 -13.266
H 7.183 -5.067 -14.928
H 7.771 -5.475 -13.459
C 7.629 -8.643 -5.836
C 7.525 -10.149 -6.099
C 6.051 -10.528 -6.255
O 5.390 -10.428 -5.011
C 4.004 -10.780 -5.006
N 8.268 -10.411 -7.294
H 7.174 -8.302 -4.906
H 7.267 -7.941 -6.587
H 8.685 -8.376 -5.847
H 7.990 -10.758 -5.324
H 5.970 -11.575 -6.551
H 5.614 -9.856 -6.994
H 3.553 -10.302 -4.137
H 3.807 -11.852 -4.962
H 3.406 -10.301 -5.781
H 8.058 -9.752 -8.030
H 9.214 -10.121 -7.091
C 6.516 -5.238 -4.043
C 7.470 -4.144 -4.600
C 7.086 -3.865 -6.119
C 5.923 -2.953 -6.287
C 6.211 -1.677 -5.557
C 6.518 -1.768 -4.048
N 7.461 -2.897 -3.808
O 7.784 -3.003 -2.482
C 7.071 -0.473 -3.650
C 5.220 -2.016 -3.293
C 8.930 -4.719 -4.677
H 5.566 -4.814 -3.719
H 7.063 -5.615 -3.179
H 6.261 -6.125 -4.623
H 7.911 -3.556 -6.762
H 6.863 -4.789 -6.654
H 5.049 -3.438 -5.852
H 5.893 -2.734 -7.354
H 5.251 -1.172 -5.669
H 6.896 -1.040 -6.116
H 7.183 -0.279 -2.583
H 8.080 -0.456 -4.063
H 6.471 0.301 -4.127
H 4.603 -2.736 -3.831
H 5.433 -2.372 -2.286
H 4.650 -1.089 -3.238
H 8.947 -5.460 -5.476
H 9.261 -5.076 -3.702
H 9.575 -3.889 -4.966
H 8.708 -2.774 -2.358
```

Gap between HOMO and LUMO   7.21 eV
Calculated total energy   -2766.9746 a.u.
Lowest unoccupied orbital energy   -0.46 eV
Largest force on an atom   0.0673 Eh/bohr

Here are the Mulliken charges for atoms 1 to 4, given in e: O -0.21; H 0.21; H 0.55; H 0.51

# 3
Below is C29H77CuF3KN7O14S2 as an isolated structure at a distorted geometry, with properties calculated with the ωB97M-V functional and the def2-TZVPD basis.

Structure (XYZ):
```
134
C29H77CuF3KN7O14S2 | OMol25 | the ωB97M-V functional and the def2-TZVPD basis
K 3.370 -0.350 -1.164
Cu 1.490 2.180 2.253
S 0.492 0.124 0.668
O 0.967 -1.235 0.697
O 1.643 0.987 0.611
O -0.315 0.448 -0.518
O -0.096 0.532 1.920
C 6.155 3.587 1.275
F 5.939 4.647 2.040
F 7.017 3.923 0.306
F 6.686 2.728 2.179
S 4.519 2.847 0.627
O 4.768 1.427 0.423
O 3.449 3.044 1.629
O 4.173 3.518 -0.653
C -0.769 0.061 -3.866
C 0.711 -0.285 -3.658
C 1.559 -0.143 -4.935
O 1.175 -0.984 -6.007
C 2.048 -0.922 -7.052
N 1.140 0.720 -2.637
H -1.152 -0.400 -4.777
H -0.928 1.134 -3.971
H -1.447 -0.303 -3.094
H 0.714 -1.254 -3.158
H 2.575 -0.366 -4.611
H 1.556 0.881 -5.310
H 2.394 0.104 -7.179
H 1.701 -1.312 -8.009
H 2.941 -1.483 -6.774
H 0.505 0.677 -1.854
H 0.895 1.651 -2.944
C -3.281 4.144 -1.517
C -1.978 3.369 -1.782
C -0.886 4.233 -2.359
O 0.256 3.495 -2.716
C 1.009 3.987 -3.792
N -1.509 2.823 -0.513
H -3.054 4.927 -0.793
H -4.060 3.532 -1.062
H -3.651 4.624 -2.423
H -2.132 2.570 -2.508
H -0.581 4.974 -1.621
H -1.219 4.822 -3.213
H 1.557 3.144 -4.212
H 1.743 4.734 -3.487
H 0.388 4.355 -4.608
H -0.755 2.160 -0.617
H -2.207 2.237 -0.078
C -5.300 -0.508 0.339
C -4.010 -0.408 -0.586
C -4.320 0.217 -1.981
O -5.465 -0.446 -2.574
C -5.245 -1.831 -2.855
N -2.986 0.413 0.060
H -5.636 0.422 0.798
H -5.141 -1.211 1.157
H -6.114 -0.955 -0.230
H -3.612 -1.368 -0.915
H -3.501 0.151 -2.697
H -4.535 1.285 -1.939
H -4.348 -1.947 -3.464
H -6.039 -2.333 -3.408
H -5.224 -2.345 -1.894
H -2.119 0.421 -0.457
H -2.616 0.029 0.918
C -1.804 -3.282 -0.215
C -0.691 -4.366 0.097
C 0.191 -4.707 -1.162
O 1.449 -5.285 -0.764
C 2.345 -5.808 -1.799
N 0.077 -3.773 1.193
H -1.414 -2.436 -0.781
H -2.298 -2.784 0.620
H -2.568 -3.716 -0.859
H -1.199 -5.309 0.300
H 0.434 -3.834 -1.768
H -0.280 -5.466 -1.786
H 1.762 -6.402 -2.503
H 2.997 -6.477 -1.238
H 2.964 -5.017 -2.222
H 0.921 -4.327 1.188
H 0.224 -2.803 0.953
C -0.431 5.928 1.412
C 0.240 4.739 2.089
C -0.835 4.089 2.987
O -0.299 2.810 3.424
C -0.959 2.082 4.442
N 0.674 3.892 1.015
H -1.222 5.685 0.703
H 0.211 6.627 0.876
H -0.894 6.572 2.159
H 1.134 5.075 2.615
H -1.658 3.955 2.286
H -1.127 4.637 3.883
H -0.427 1.150 4.631
H -1.898 1.746 4.003
H -1.060 2.585 5.403
H 1.295 4.437 0.435
H -0.132 3.777 0.417
C -2.351 -3.736 3.948
C -2.194 -2.265 3.677
C -2.606 -1.501 4.932
O -3.977 -1.574 5.132
C -4.767 -0.498 4.587
N -0.777 -1.934 3.364
H -2.307 -4.329 3.035
H -3.352 -3.943 4.326
H -1.664 -4.159 4.681
H -2.857 -1.974 2.862
H -2.307 -0.458 4.830
H -2.005 -1.825 5.781
H -4.490 0.539 4.775
H -5.789 -0.566 4.960
H -4.852 -0.564 3.503
H -0.648 -1.044 2.904
H -0.451 -2.661 2.744
C 5.068 -4.138 0.341
C 4.168 -3.190 1.147
C 4.769 -1.793 1.547
O 5.786 -1.981 2.484
C 6.285 -0.732 2.864
N 3.115 -2.970 0.138
H 5.491 -3.548 -0.472
H 4.596 -5.003 -0.123
H 5.934 -4.508 0.889
H 3.607 -3.656 1.957
H 4.015 -1.072 1.861
H 5.162 -1.366 0.624
H 5.558 -0.016 3.249
H 6.821 -0.286 2.026
H 6.976 -1.025 3.654
H 2.409 -2.324 0.461
H 2.606 -3.793 -0.153
```

Spin multiplicity   3
Net charge   -1
Gap between HOMO and LUMO (alpha / beta)   3.05 / 7.61 eV
Calculated total energy   -5924.0705 a.u.
⟨S²⟩   2.0020
Lowest unoccupied orbital energy (alpha / beta)   1.69 / 1.69 eV
Largest force on an atom   0.0930 Eh/bohr

Here are the Mulliken charges for atoms 1 to 4, given in e: K 0.59; Cu -0.27; S 0.31; O -0.35